Record 1
Density functional theory data (ωB97M-V with the def2-TZVPD basis set) for C32H46AuN8O2SbSi as an isolated structure.

Results
Energy (eV): -68055.72263
Orbital gap (Eh): 0.309
LUMO (eV): -0.079
Relative energy (zero: lowest compared OMol25 entry of this formula, charge and spin) (eV): 0.001

Structure (XYZ):
```
91
Properties=species:S:1:pos:R:3:lowdin_charge:R:1
Au 2.080 -1.701 -0.935 0.5456
C 1.254 0.017 5.645 -0.0844
N 1.549 -0.338 4.277 -0.1603
C 1.012 -1.309 3.524 -0.1658
N 1.464 -1.239 2.292 0.0697
C 2.296 -0.160 2.339 -0.2167
N 2.368 0.421 3.516 0.1149
C -0.094 0.686 5.819 -0.1852
C -0.640 0.775 7.095 -0.0378
C -1.881 1.359 7.294 -0.0616
C -2.598 1.851 6.218 -0.0194
C -2.054 1.771 4.940 -0.1331
C -0.801 1.198 4.740 0.0411
C -2.845 2.257 3.812 -0.2876
N -4.112 2.484 3.779 0.1218
N -4.404 2.909 2.494 0.1220
C -3.291 2.906 1.847 -0.3030
O -2.248 2.503 2.617 0.1309
C -3.074 3.284 0.452 -0.1459
C -4.192 3.440 -0.369 -0.0230
C -4.025 3.826 -1.684 -0.0639
C -2.750 4.069 -2.181 -0.0351
C -1.635 3.925 -1.367 -0.1942
C -0.262 4.257 -1.899 -0.0833
N 0.624 3.115 -2.001 -0.1340
C 0.850 2.307 -3.048 -0.1638
N 1.735 1.387 -2.735 0.0853
C 2.036 1.686 -1.442 -0.2335
N 1.379 2.719 -0.955 0.1175
C -1.798 3.518 -0.046 0.0324
H 2.060 0.673 5.972 0.1348
H 1.294 -0.887 6.255 0.1308
H 0.314 -2.033 3.915 0.1328
H 2.882 0.155 1.490 0.0729
H -0.091 0.375 7.940 0.1166
H -2.295 1.420 8.291 0.1078
H -3.576 2.293 6.350 0.1156
H -0.388 1.145 3.740 0.1224
H -5.175 3.258 0.042 0.1163
H -4.888 3.944 -2.326 0.1083
H -2.624 4.387 -3.209 0.1124
H 0.235 4.978 -1.252 0.1339
H -0.346 4.699 -2.892 0.1246
H 0.363 2.434 -4.002 0.1302
H 2.764 1.131 -0.867 0.0699
H -0.929 3.397 0.591 0.1262
C 5.340 0.154 -2.484 -0.1850
Si 5.253 -1.151 -1.134 0.1935
C 6.711 -0.911 0.019 -0.1797
C 5.403 -2.837 -1.954 -0.1952
O 3.878 -1.021 -0.275 -0.5865
H 6.248 0.049 -3.084 0.0239
H 5.340 1.160 -2.055 0.0225
H 4.479 0.080 -3.154 0.0136
H 7.661 -0.961 -0.520 0.0242
H 6.721 -1.680 0.796 0.0242
H 6.656 0.061 0.514 0.0245
H 6.354 -2.944 -2.481 0.0235
H 4.599 -2.990 -2.679 0.0107
H 5.337 -3.635 -1.210 0.0234
C -2.690 -0.138 -1.886 -0.1185
C -1.373 -0.384 -1.160 -0.5398
C -1.544 -0.440 0.357 -0.1379
Sb -0.240 -2.123 -1.730 1.4107
C -1.253 -3.789 -0.824 -0.5602
C -2.775 -3.765 -0.917 -0.1357
C -0.661 -5.082 -1.380 -0.1569
C -0.456 -2.376 -3.855 -0.5553
C -1.832 -2.842 -4.316 -0.1393
C -0.031 -1.081 -4.544 -0.1619
H -3.147 0.783 -1.512 0.0657
H -3.405 -0.947 -1.724 0.0669
H -2.552 -0.023 -2.962 0.0564
H -0.678 0.426 -1.399 0.0537
H -2.208 -1.256 0.656 0.0669
H -1.993 0.490 0.713 0.0607
H -0.590 -0.575 0.869 0.0392
H -0.960 -3.697 0.226 0.0810
H -3.124 -3.791 -1.950 0.0604
H -3.201 -2.881 -0.443 0.0503
H -3.191 -4.641 -0.411 0.0803
H -0.897 -5.208 -2.440 0.0639
H -1.072 -5.946 -0.851 0.0784
H 0.425 -5.110 -1.273 0.0660
H 0.282 -3.149 -4.086 0.0825
H -2.617 -2.144 -4.021 0.0640
H -2.090 -3.826 -3.923 0.0520
H -1.850 -2.911 -5.408 0.0799
H -0.746 -0.278 -4.343 0.0574
H -0.001 -1.229 -5.627 0.0797
H 0.949 -0.735 -4.212 0.0463
```

---

Record 2
Density functional theory data (ωB97M-V with the def2-TZVPD basis set) for a 2-piece molecular cluster, C4H12O2S overall in a non-equilibrium geometry.

Results
Energy (eV): -19270.48318
Orbital gap (Eh): 0.346
LUMO (eV): 0.413
Relative energy (zero: lowest compared OMol25 entry of this formula, charge and spin) (eV): 2.223

Structure (XYZ):
```
19
Properties=species:S:1:pos:R:3:lowdin_charge:R:1
O -0.491 -0.306 2.637 -0.1029
C -0.130 0.912 1.989 -0.2994
C -0.854 0.941 0.699 -0.2208
C -0.202 -0.018 -0.229 -0.3184
C -1.128 -0.199 -1.422 -0.5924
S -0.384 0.009 -3.061 0.6319
H 0.129 -1.010 2.339 0.0708
H -0.571 1.572 2.845 0.1535
H 0.874 1.126 2.112 0.0883
H -0.636 1.980 0.461 0.1258
H -1.966 0.625 0.935 0.1723
H -0.105 -1.002 0.242 0.1009
H 0.830 0.203 -0.420 0.0995
H -1.406 -1.368 -1.367 0.1097
H -2.103 0.410 -1.359 0.0928
H 0.969 0.402 -3.130 -0.1216
O 2.881 -0.972 1.925 -0.0546
H 2.290 -0.854 1.205 -0.0195
H 2.606 -1.828 2.380 0.0841
```

---

Record 3
Density functional theory data (ωB97M-V with the def2-TZVPD basis set) for C37H33ClIrN2Si as an isolated structure.

Results
Energy (eV): -65118.01597
2S+1: 6
Orbital gap (spin up / spin down) (Eh): 0.212 / 0.208
LUMO (spin up / spin down) (eV): -0.296 / -2.062

Structure (XYZ):
```
75
Properties=species:S:1:pos:R:3:mulliken_spin:R:1
Ir -0.971 0.378 -1.257 2.3305
C 0.824 -0.606 -1.427 0.3181
C 1.719 -1.354 -1.053 0.2260
C 2.692 -2.242 -0.561 0.1418
C 3.138 -2.019 0.812 0.0562
C 3.455 -3.086 1.670 0.0985
C 3.834 -2.858 2.981 -0.0516
C 3.923 -1.563 3.473 0.0997
C 3.596 -0.498 2.644 -0.0570
C 3.190 -0.718 1.340 0.1036
C 3.106 -3.369 -1.368 0.0287
C 2.310 -3.800 -2.445 0.1185
C 2.669 -4.901 -3.198 -0.0673
C 3.843 -5.592 -2.920 0.1241
C 4.672 -5.145 -1.900 -0.0631
C 4.317 -4.049 -1.136 0.1169
H 3.362 -4.101 1.309 -0.0004
H 4.059 -3.698 3.627 -0.0018
H 4.238 -1.386 4.494 0.0075
H 3.658 0.517 3.021 -0.0017
H 2.924 0.115 0.701 -0.0017
H 1.403 -3.252 -2.670 0.0213
H 2.033 -5.224 -4.013 -0.0023
H 4.114 -6.465 -3.501 0.0092
H 5.611 -5.650 -1.706 -0.0026
H 4.991 -3.683 -0.374 0.0059
C -1.477 -3.811 2.514 0.1669
C -1.850 -2.726 3.301 -0.0770
C -1.781 -1.443 2.803 0.1631
C -1.326 -1.201 1.484 -0.1030
C -1.043 -2.323 0.676 0.1633
C -1.091 -3.598 1.194 -0.0744
N -1.209 0.060 0.962 0.5208
C -1.039 1.153 1.795 -0.0571
C -1.623 2.382 1.458 0.1200
C -1.480 3.478 2.287 -0.0539
C -0.713 3.398 3.443 0.1124
C -0.073 2.204 3.752 -0.0630
C -0.235 1.093 2.948 0.1217
H -1.501 -4.812 2.923 0.0093
H -2.203 -2.886 4.312 -0.0009
H -2.102 -0.611 3.414 0.0023
H -0.736 -2.162 -0.349 0.0328
H -0.818 -4.439 0.569 0.0007
H -2.176 2.470 0.532 0.0101
H -1.962 4.410 2.021 -0.0014
H -0.599 4.259 4.088 0.0070
H 0.561 2.139 4.628 -0.0012
H 0.291 0.175 3.170 0.0056
Cl -4.921 -2.404 -4.363 0.0002
C -4.601 -1.369 -3.019 -0.0038
C -5.645 -0.785 -2.321 0.0229
C -5.316 0.004 -1.227 -0.0082
C -3.991 0.189 -0.899 0.0119
N -2.984 -0.351 -1.601 0.0437
C -3.293 -1.138 -2.639 0.0413
H -6.669 -0.954 -2.620 0.0017
H -6.085 0.475 -0.632 -0.0007
H -3.701 0.793 -0.050 -0.0112
H -2.472 -1.593 -3.176 -0.0004
C -2.221 5.973 -1.950 0.0079
Si -0.431 5.375 -1.873 0.0003
C 0.499 5.987 -3.391 0.0045
C 0.422 5.996 -0.306 0.0047
C -0.525 3.541 -1.789 0.2579
C -0.674 2.333 -1.651 0.0679
H -2.291 7.064 -1.946 0.0006
H -2.789 5.594 -1.097 -0.0004
H -2.700 5.606 -2.859 -0.0010
H 0.489 7.079 -3.432 0.0002
H 0.041 5.613 -4.308 -0.0011
H 1.540 5.661 -3.379 0.0002
H 0.775 7.023 -0.423 0.0000
H 1.280 5.366 -0.064 0.0001
H -0.258 5.968 0.548 -0.0002
```

---

Record 4
Density functional theory data (ωB97M-V with the def2-TZVPD basis set) for a 11-piece molecular cluster, C33H99O44P11 overall in a non-equilibrium geometry.

Results
Energy (eV): -228118.00867
Orbital gap (Eh): 0.388
LUMO (eV): 0.385
Relative energy (zero: lowest compared OMol25 entry of this formula, charge and spin) (eV): 0.026

Structure (XYZ):
```
187
Properties=species:S:1:pos:R:3:lowdin_charge:R:1
C -22.184 8.585 17.804 -0.0993
O -21.061 8.894 18.636 -0.1972
P -19.672 8.216 18.256 0.3404
O -18.649 8.297 19.288 -0.2084
O -20.094 6.749 17.797 -0.2141
C -20.341 5.770 18.770 -0.1218
O -19.315 8.906 16.888 -0.1990
C -18.218 8.352 16.140 -0.0845
H -22.833 9.458 17.858 0.0915
H -22.755 7.717 18.133 0.0862
H -21.910 8.442 16.759 0.0871
H -20.156 6.078 19.806 0.0910
H -19.725 4.881 18.637 0.0905
H -21.382 5.435 18.805 0.0871
H -17.319 8.441 16.757 0.0806
H -18.023 8.940 15.249 0.0736
H -18.399 7.311 15.889 0.0793
C -11.661 12.461 13.058 -0.0826
O -12.516 11.463 13.623 -0.2087
P -12.679 11.435 15.191 0.3265
O -13.254 12.638 15.765 -0.1977
O -11.201 11.054 15.618 -0.2032
C -11.062 10.627 16.982 -0.0945
O -13.413 10.061 15.428 -0.1924
C -14.766 9.877 15.785 -0.1042
H -12.148 12.879 12.181 0.0788
H -10.650 12.166 12.773 0.0899
H -11.528 13.295 13.756 0.0894
H -12.029 10.385 17.429 0.0813
H -10.450 11.323 17.546 0.0751
H -10.550 9.664 17.049 0.0757
H -14.835 9.397 16.773 0.0807
H -15.236 9.125 15.149 0.0553
H -15.486 10.689 15.918 0.0998
C -11.778 7.743 20.296 -0.0674
O -12.025 6.380 19.894 -0.2091
P -11.337 5.198 20.680 0.3190
O -11.835 5.002 22.038 -0.2217
O -9.795 5.471 20.591 -0.2178
C -8.891 5.095 21.641 -0.0775
O -11.535 3.978 19.685 -0.1929
C -12.866 3.632 19.312 -0.1080
H -11.554 8.301 19.389 0.0691
H -10.937 7.896 20.968 0.0854
H -12.709 8.114 20.720 0.0871
H -8.598 6.016 22.146 0.0907
H -8.098 4.506 21.198 0.0865
H -9.426 4.549 22.421 0.0845
H -13.619 4.408 19.478 0.0870
H -13.176 2.690 19.758 0.0903
H -12.969 3.517 18.225 0.0781
C -18.631 13.828 9.965 -0.0986
O -18.190 12.585 10.469 -0.2174
P -16.816 12.415 11.217 0.3225
O -15.671 13.088 10.632 -0.2187
O -17.139 12.904 12.700 -0.1959
C -18.282 12.459 13.394 -0.1073
O -16.686 10.849 11.290 -0.1797
C -16.138 10.192 12.436 -0.0702
H -19.630 14.041 10.338 0.0905
H -18.482 13.869 8.889 0.0921
H -18.050 14.683 10.341 0.0915
H -18.056 11.614 14.047 0.0684
H -19.083 12.104 12.739 0.0940
H -18.713 13.239 14.018 0.0946
H -15.981 9.149 12.189 0.0729
H -16.781 10.281 13.310 0.0605
H -15.157 10.589 12.718 0.0940
C -8.506 13.372 19.532 -0.0673
O -8.255 13.581 20.940 -0.2197
P -9.243 14.420 21.840 0.3026
O -8.841 14.401 23.241 -0.2162
O -9.279 15.858 21.200 -0.2103
C -8.138 16.689 21.456 -0.0852
O -10.694 13.941 21.486 -0.1844
C -11.350 12.962 22.243 -0.1069
H -8.931 12.363 19.474 0.0687
H -7.520 13.362 19.080 0.0914
H -9.257 14.021 19.087 0.0932
H -8.143 17.475 20.707 0.0879
H -7.227 16.095 21.366 0.0875
H -8.204 17.121 22.452 0.0904
H -10.793 12.696 23.149 0.0853
H -11.392 11.961 21.787 0.0864
H -12.379 13.212 22.481 0.0931
C -13.670 5.894 15.461 -0.0634
O -14.227 5.593 14.179 -0.2369
P -15.220 6.576 13.422 0.3233
O -16.471 6.793 14.140 -0.2065
O -14.282 7.821 13.212 -0.2266
C -12.904 7.587 12.809 -0.0391
O -15.432 5.855 12.040 -0.1955
C -15.979 4.535 12.094 -0.0877
H -13.747 4.973 16.042 0.0835
H -14.215 6.709 15.931 0.0874
H -12.594 6.053 15.384 0.0918
H -12.832 7.426 11.738 0.0947
H -12.371 6.799 13.338 0.0703
H -12.443 8.511 13.159 0.0880
H -15.235 3.809 12.413 0.0893
H -16.311 4.261 11.096 0.0893
H -16.857 4.541 12.740 0.0887
C -15.267 13.457 18.346 -0.0850
O -16.412 12.669 18.691 -0.2275
P -16.750 12.418 20.218 0.3451
O -16.786 13.638 21.019 -0.2191
O -18.119 11.645 20.065 -0.2049
C -19.223 11.882 20.914 -0.1024
O -15.757 11.262 20.671 -0.2010
C -15.603 10.118 19.831 -0.1001
H -15.233 14.333 18.986 0.0867
H -15.390 13.687 17.286 0.0818
H -14.331 12.893 18.276 0.0763
H -19.889 12.637 20.489 0.0910
H -18.982 12.314 21.891 0.0856
H -19.737 10.943 21.100 0.0856
H -15.822 9.226 20.413 0.0927
H -14.551 10.000 19.540 0.0762
H -16.187 10.179 18.918 0.0681
C -7.633 9.725 8.836 -0.0510
O -6.745 9.902 9.955 -0.1967
P -6.346 11.321 10.481 0.3140
O -7.397 11.930 11.294 -0.2323
O -5.004 11.037 11.243 -0.1932
C -4.132 12.113 11.563 -0.0961
O -5.882 12.222 9.264 -0.2102
C -6.874 12.939 8.515 -0.0993
H -7.859 10.644 8.311 0.0695
H -8.536 9.275 9.268 0.0713
H -7.351 8.878 8.208 0.0940
H -4.553 12.763 12.326 0.0926
H -3.871 12.703 10.680 0.0845
H -3.172 11.694 11.859 0.0886
H -7.865 12.808 8.947 0.0642
H -6.892 12.693 7.456 0.0878
H -6.620 13.995 8.625 0.0966
C -7.239 9.854 21.469 -0.1020
O -6.907 9.715 20.099 -0.2032
P -7.953 8.964 19.157 0.3438
O -9.292 9.550 19.200 -0.2235
O -7.206 8.984 17.775 -0.1787
C -7.353 10.082 16.891 -0.0825
O -7.934 7.477 19.641 -0.2146
C -6.750 6.649 19.627 -0.0594
H -6.513 10.529 21.917 0.0945
H -7.215 8.892 21.990 0.0843
H -8.204 10.306 21.716 0.0878
H -6.448 10.641 16.639 0.0968
H -8.041 10.842 17.273 0.0724
H -7.763 9.753 15.934 0.0817
H -7.009 5.670 19.245 0.0935
H -6.608 6.524 20.706 0.0805
H -5.842 7.129 19.277 0.0940
C -8.909 9.005 13.213 -0.0882
O -9.347 8.706 11.883 -0.2022
P -9.310 7.203 11.408 0.3288
O -9.850 6.223 12.356 -0.2186
O -7.774 7.081 11.040 -0.2078
C -7.190 5.877 10.536 -0.0788
O -10.122 7.355 10.061 -0.2149
C -10.455 6.248 9.247 -0.0925
H -9.777 9.301 13.800 0.0785
H -8.254 9.879 13.152 0.0840
H -8.334 8.247 13.748 0.0895
H -6.344 5.609 11.167 0.0915
H -6.838 6.051 9.521 0.0912
H -7.882 5.034 10.581 0.0799
H -11.504 5.997 9.399 0.0917
H -9.960 5.332 9.595 0.0781
H -10.163 6.386 8.212 0.0936
C -9.224 15.682 5.607 -0.0681
O -9.646 15.170 6.885 -0.2108
P -10.363 13.777 6.989 0.2983
O -9.576 12.620 6.580 -0.2217
O -11.706 13.942 6.146 -0.1947
C -12.726 14.755 6.682 -0.1175
O -10.798 13.709 8.478 -0.2009
C -11.213 12.476 9.040 -0.0724
H -9.248 14.917 4.836 0.0911
H -8.219 16.087 5.718 0.0883
H -9.863 16.539 5.395 0.0907
H -13.403 14.231 7.369 0.0921
H -13.429 15.042 5.895 0.0904
H -12.389 15.650 7.204 0.0925
H -10.344 11.988 9.484 0.0882
H -11.620 11.807 8.279 0.0965
H -11.983 12.627 9.781 0.0796
```